(1)
This record from the Open Molecules 2025 dataset describes 11 unconnected molecules or ions with the total composition C36H58Cl8O21 at a distorted geometry. The level of theory is ωB97M-V with the def2-TZVPD basis set.

Element x y z (Å)
Cl -0.825 1.207 1.066
Cl -1.217 -2.235 0.799
Cl 4.574 -4.084 3.847
Cl -4.676 -3.898 1.246
Cl -4.945 -1.082 3.816
Cl -3.045 -6.655 2.554
Cl -5.485 2.078 4.465
Cl 1.588 -5.271 2.873
O 4.536 -3.350 -0.961
O -4.478 -0.118 -0.445
O 0.809 -1.106 4.168
O -1.933 4.956 2.725
O -4.933 1.551 -1.820
O -1.014 -0.602 5.342
O -2.313 -0.678 -3.777
O -1.715 -2.565 -4.852
O 0.409 3.107 -3.328
O -1.913 3.561 4.478
O -0.041 4.004 3.354
O 3.334 -2.135 -2.355
O 1.976 4.555 -2.687
O 3.677 1.523 1.085
O 3.056 0.445 -0.746
O -3.533 1.882 -0.098
O 2.285 -3.484 -0.931
O 3.490 -0.699 1.132
O -0.083 4.560 -1.743
O -0.865 -2.587 4.267
O -0.326 -1.633 -3.426
C -0.062 -3.568 -6.274
C -1.329 4.158 3.628
C 3.297 -3.034 -1.384
C 1.115 0.149 4.797
C -3.779 -4.035 2.769
C -1.001 5.498 1.816
C -4.280 1.176 -0.718
C -0.274 0.614 5.234
C 6.539 -3.592 -2.200
C -2.508 4.502 -1.892
C 3.399 0.342 0.554
C -0.495 0.140 -0.321
C 0.038 -1.213 0.075
C -4.518 1.540 3.048
C -0.906 2.725 -2.936
C -1.219 3.702 -1.777
C 0.857 4.126 -2.589
C -5.146 -0.729 -1.567
C 4.676 -1.930 -2.830
C -3.826 0.231 3.339
C 3.883 -3.870 2.217
C 1.763 1.008 3.728
C 3.782 2.477 0.032
C 2.382 -3.790 2.225
C -1.536 -1.567 -3.981
C 5.500 -2.602 -1.712
C -5.489 0.369 -3.851
C -2.571 -4.932 2.654
C -0.412 -1.534 4.568
C 1.087 4.072 1.239
C -0.581 -3.463 -4.856
C 0.422 -2.769 -3.896
C 5.270 2.663 -0.299
C -5.701 0.464 -2.350
C 0.363 4.876 2.280
C 2.984 1.831 -1.100
H -4.471 -4.374 3.537
H 0.912 -1.116 0.723
H -0.211 1.082 6.215
H 0.908 -4.057 -6.368
H -5.162 1.466 2.179
H 5.754 1.713 -0.532
H 7.145 -3.178 -3.015
H 3.422 2.073 -2.065
H -6.341 -0.106 -4.342
H 4.920 -0.872 -2.877
H 4.746 -2.379 -3.822
H 0.653 -3.355 -3.009
H -1.655 2.759 -3.725
H -1.939 -4.789 3.528
H -0.978 -4.389 -4.447
H -2.500 5.165 -2.762
H -4.466 -1.369 -2.123
H -0.691 1.301 4.498
H 5.433 3.344 -1.136
H 5.833 -1.787 -1.064
H -1.418 0.086 -0.895
H 2.002 -2.986 2.853
H 0.313 3.481 0.744
H -2.579 5.179 -1.041
H -3.051 0.294 4.103
H 1.909 2.055 3.992
H 1.309 -2.390 -4.396
H 4.307 -2.952 1.816
H -3.353 3.827 -2.007
H 1.815 3.404 1.697
H -2.009 -4.646 1.769
H 2.721 0.516 3.522
H 6.020 -4.410 -2.700
H -0.911 1.715 -2.531
H -6.754 0.642 -2.130
H 1.724 0.016 5.693
H 5.779 3.131 0.543
H 2.004 -3.579 1.226
H -3.251 -0.116 2.476
H 1.292 0.966 2.745
H -1.237 5.099 0.831
H -0.072 -2.615 -6.797
H -3.431 -3.034 3.018
H 4.265 -4.691 1.614
H 1.596 4.694 0.503
H -1.226 3.128 -0.846
H 7.227 -3.911 -1.423
H -3.755 2.289 2.852
H -0.884 6.576 1.893
H 0.431 -1.762 -0.782
H -5.977 -1.284 -1.132
H 0.983 5.679 2.683
H 3.377 3.463 0.226
H -0.717 -4.264 -6.808
H -4.608 -0.177 -4.177
H -5.459 1.396 -4.222
H 1.933 2.125 -1.093
H 0.257 0.643 -0.931

Atomic forces in eV per Å
Cl 0.1 -0.2 0.3
Cl 0.0 0.1 0.2
Cl 0.1 0.0 0.2
Cl -0.2 0.0 -0.4
Cl 0.0 0.3 -0.1
Cl 0.2 0.1 -0.1
Cl 0.1 0.1 -0.4
Cl 0.2 0.1 -0.3
O -0.5 0.1 -0.2
O 0.1 -0.1 -0.3
O 0.0 -0.3 0.4
O -0.4 0.6 0.4
O -0.1 0.5 -0.1
O -0.1 -0.1 -0.3
O -0.1 -0.2 0.1
O -0.2 0.0 0.0
O -0.1 -0.5 -0.6
O 0.1 0.2 0.2
O 1.0 0.4 -0.1
O 0.0 0.8 -1.1
O -0.6 -0.1 0.3
O -0.3 1.0 0.5
O 0.0 -0.1 -0.5
O -0.5 0.1 -0.1
O 0.2 0.0 -0.3
O -0.2 0.0 -0.1
O 0.5 0.5 0.0
O -0.3 -0.2 0.0
O 0.4 0.2 0.5
C -0.7 -1.3 -0.4
C -1.0 -0.8 -0.2
C -0.1 -0.4 1.0
C -1.0 0.7 -0.8
C 0.5 0.1 0.4
C 1.6 -1.0 0.1
C 1.0 -0.1 0.1
C 0.7 0.2 0.3
C 0.3 0.7 -0.7
C 0.7 0.3 -0.5
C 0.2 -1.1 -0.1
C 0.1 0.0 -0.5
C 0.5 -0.1 -0.2
C 0.2 -0.3 0.3
C -0.6 0.1 1.1
C -1.0 -0.5 0.0
C 0.7 0.2 -0.2
C -1.1 0.1 0.9
C -0.2 -0.5 0.6
C 0.7 -0.4 -0.1
C 0.2 -0.1 -0.2
C 1.2 -0.6 -0.2
C 1.1 0.6 -1.5
C -0.6 0.3 0.3
C 0.2 0.4 -0.4
C 0.2 -0.1 -0.4
C -0.6 0.4 -0.3
C -0.3 0.3 0.0
C 0.4 0.2 0.0
C -0.3 -0.2 -0.1
C 0.5 0.7 0.1
C -1.0 0.0 0.2
C -0.1 0.1 0.1
C 0.5 -0.7 -0.6
C -0.3 0.5 0.0
C 0.0 0.3 0.6
H 0.0 0.0 0.0
H -0.3 0.0 0.4
H -0.4 0.1 -0.1
H 0.2 0.3 0.4
H -0.2 0.0 0.1
H 0.0 0.0 0.1
H 0.0 0.3 0.3
H -0.1 -0.4 -0.1
H -0.1 0.0 0.2
H -0.3 0.1 -0.1
H 0.2 -0.1 0.1
H 0.3 -0.1 -0.2
H 0.4 0.3 -0.4
H 0.0 -0.1 0.0
H 0.4 -0.2 -0.1
H 0.2 -0.2 -0.2
H 0.1 0.1 0.0
H -0.4 -0.1 0.1
H -0.3 -0.1 -0.1
H 0.5 -0.4 0.1
H 0.0 -0.2 0.1
H 0.3 0.0 0.2
H 0.4 -0.1 -0.2
H -0.4 -0.3 0.2
H -0.4 0.3 0.4
H 0.0 -0.1 0.3
H 0.1 -0.1 0.0
H -0.2 0.1 0.1
H -0.1 0.0 0.4
H -0.1 0.0 0.1
H 0.1 -0.3 0.0
H 0.2 0.5 0.2
H 0.0 -0.3 0.5
H 0.2 -0.1 -0.3
H 0.1 0.1 0.1
H 0.3 -0.3 -0.3
H 0.0 -0.2 0.1
H 0.1 -0.4 0.0
H -0.4 0.1 -0.3
H -0.7 0.0 0.4
H -0.1 0.6 -0.2
H 0.1 0.1 0.2
H -0.1 -0.1 0.0
H -0.2 -0.1 0.0
H -0.2 0.2 0.0
H -0.1 0.2 0.0
H -0.2 -0.3 0.1
H 0.0 0.1 0.1
H -0.7 0.1 -0.2
H -0.3 0.2 -0.2
H 0.2 -0.4 -0.2
H 0.1 -0.2 0.2
H -0.2 -0.2 0.8
H -0.1 0.3 -0.2
H 0.3 0.2 0.4
H 0.1 -0.1 -0.2
H 0.0 0.1 0.0
H 0.0 0.0 0.0

Properties
DFT total energy, eV: -181453.5957
Frontier orbital gap, eV: 9.665
Total charge: 0
Relative energy (zero: lowest compared OMol25 entry of this formula, charge and spin), eV: 0.0000
LUMO level, eV: -0.0693
SMILES string: C[C@H]1COC(=O)O1.C[C@H]1COC(=O)O1.C[C@H]1COC(=O)O1.C[C@H]1COC(=O)O1.C[C@H]1COC(=O)O1.C[C@H]1COC(=O)O1.C[C@H]1COC(=O)O1.ClCCCl.ClCCCl.ClCCCl.ClCCCl

Atomic partial charges in e from the Löwdin method, atoms 1 to 5: Cl 0.71; Cl 0.67; Cl 0.54; Cl 0.53; Cl 0.59

(2)
This record from the Open Molecules 2025 dataset describes 4 unconnected molecules or ions with the total composition H3NO3PS at a distorted geometry. The level of theory is ωB97M-V with the def2-TZVPD basis set.

Element x y z (Å)
S -2.578 1.131 -0.563
P -1.394 -1.271 0.683
O -1.874 -1.142 -0.765
O -3.853 0.512 -0.321
O -2.297 2.145 0.415
N -0.708 -2.791 0.833
H 0.621 1.441 2.477
H -0.785 -3.434 -0.014
H 0.175 0.841 2.037

Atomic forces in eV per Å
S 1.6 -0.5 -1.9
P 1.9 -3.5 0.8
O 0.1 -0.7 -1.1
O -3.4 -1.7 0.0
O 1.3 3.2 2.1
N -1.5 1.9 -1.1
H -1.6 -2.1 -1.6
H 0.1 1.2 1.1
H 1.6 2.2 1.6

Properties
DFT total energy, eV: -27802.4291
Frontier orbital gap (spin up / spin down), eV: 6.013 / 5.842
Total charge: -1
Expectation value of S²: 2.0142
Relative energy (zero: lowest compared OMol25 entry of this formula, charge and spin), eV: 0.0000
LUMO level (spin up / spin down), eV: 3.9577 / 0.7998
2S+1: 3

Atomic partial charges in e from the natural (NBO) method, atoms 1 to 5: S 1.31; P 1.31; O -0.83; O -0.95; O -0.95

(3)
This record from the Open Molecules 2025 dataset describes a molecular structure, C47H56CoN6O3PSSb2. The level of theory is ωB97M-V with the def2-TZVPD basis set.

Element x y z (Å)
Sb -2.540 0.784 3.215
Sb -1.409 4.374 -0.201
Co 0.315 0.208 0.663
S -0.475 -2.039 1.348
P 2.161 0.286 1.956
O 0.893 3.988 1.806
O 1.725 -2.783 -2.896
O -0.026 1.964 1.574
N 7.383 -0.616 -7.442
N -1.491 0.555 -0.303
N -1.454 -3.766 -0.414
N 3.077 1.059 -2.459
N 1.491 0.866 -0.945
N 0.465 -2.611 -1.054
C -5.113 4.378 0.081
C -1.981 -5.312 1.462
C 2.507 -1.134 6.302
C -6.566 2.594 0.733
C 4.550 0.538 0.421
C -4.207 4.080 1.109
C 4.842 -0.906 -5.056
C -4.508 3.013 1.979
C -2.787 -2.679 -4.030
C 1.266 -0.142 4.502
C 2.276 0.214 -1.777
C -2.730 -3.752 -4.914
C -5.696 2.298 1.765
C 4.639 -2.212 -0.022
C 2.289 2.097 2.225
C 5.794 0.014 -5.489
C 3.562 -1.386 5.436
C 3.669 -1.668 0.808
C 3.950 -0.569 -4.055
C 2.777 2.340 -2.026
C 0.959 2.768 1.843
C 6.686 -0.331 -6.572
C 5.568 -1.376 -0.637
C 5.521 -0.008 -0.414
C 5.861 1.268 -4.891
C -0.575 -3.220 -3.252
C -3.000 0.466 5.298
C 4.016 0.689 -3.470
C 1.353 -0.515 5.833
C 4.977 1.600 -3.879
C -2.659 4.016 -1.962
C -3.695 2.658 3.202
C -0.498 -4.258 -4.173
C -0.534 -2.868 -0.129
C -6.273 3.653 -0.117
C 3.623 -0.287 1.046
C -1.714 -2.418 -3.195
C 1.799 2.210 -1.096
C 2.336 -0.374 3.633
C -2.491 -4.224 0.525
C 3.480 -1.014 4.099
C -1.584 -4.532 -4.992
C -2.980 4.937 1.231
C -1.663 -6.616 0.733
C -0.886 6.374 -0.801
C 0.618 -2.893 -2.422
C -4.092 -0.575 2.558
H -7.482 2.027 0.612
H -5.948 1.504 2.463
H -1.346 -4.300 -1.263
H -2.744 -5.489 2.222
H 1.298 2.987 -0.536
H -3.071 4.947 -2.365
H 0.528 -0.318 6.507
H -3.488 3.349 -1.709
H -3.664 -2.045 -3.998
H -1.747 -1.580 -2.506
H -3.183 5.977 0.970
H 1.273 -2.172 -0.642
H -2.501 4.897 2.207
H 3.258 3.224 -2.405
H -1.092 -4.942 1.980
H 6.605 1.982 -5.217
H -6.958 3.924 -0.913
H -4.893 5.220 -0.568
H -4.969 -0.500 3.205
H -3.687 -1.587 2.627
H -2.823 -3.360 1.093
H 4.668 -3.280 -0.202
H 4.523 1.611 0.569
H -0.175 6.794 -0.088
H -3.580 -3.976 -5.546
H 4.799 -1.886 -5.513
H 2.314 -0.859 -1.913
H -1.446 0.817 -1.283
H -0.880 -6.479 -0.019
H -4.357 2.506 4.058
H -0.425 6.332 -1.790
H 5.062 2.569 -3.404
H -2.595 1.291 5.889
H -2.554 -7.006 0.231
H -4.390 -0.370 1.527
H 3.207 -1.295 -3.748
H -2.243 -0.111 -0.166
H 2.935 -2.315 1.287
H 4.311 -1.211 3.434
H 3.089 2.555 1.648
H -2.951 3.409 3.463
H 0.407 -4.851 -4.239
H -1.779 7.002 -0.847
H -2.569 -0.471 5.655
H 4.462 -1.865 5.801
H 6.324 -1.794 -1.290
H -1.526 -5.347 -5.703
H 6.236 0.644 -0.902
H 0.370 0.347 4.126
H 2.485 2.296 3.277
H -4.084 0.436 5.421
H -3.323 -4.596 -0.072
H -2.031 3.548 -2.725
H -1.318 -7.376 1.433
H -1.722 1.403 0.218
H 2.585 -1.420 7.344

Atomic forces in eV per Å
Sb -0.5 0.0 0.1
Sb -0.3 -0.1 -0.6
Co -0.5 0.0 0.7
S 0.2 0.2 -0.2
P 0.4 0.4 -0.1
O 0.1 -0.3 0.3
O 0.2 -0.1 0.0
O 0.5 -0.1 -0.2
N -0.2 0.1 0.2
N 0.5 0.2 0.3
N -0.1 -0.3 0.2
N 0.0 0.1 -0.2
N -0.1 0.1 0.1
N -0.4 -0.1 -0.2
C 0.0 0.0 0.1
C 0.1 -0.1 -0.2
C 0.0 0.0 0.0
C 0.0 0.0 0.0
C 0.1 0.0 0.1
C 0.1 0.0 0.2
C 0.0 0.0 0.0
C 0.0 0.0 0.1
C 0.0 0.0 0.0
C 0.0 0.0 0.0
C -0.1 0.0 0.0
C 0.0 0.0 0.0
C 0.1 0.0 0.1
C -0.1 0.1 0.0
C -0.1 -0.1 -0.2
C 0.1 0.0 -0.1
C 0.0 0.0 0.0
C 0.0 0.0 0.0
C -0.1 -0.1 0.1
C 0.1 -0.1 0.0
C -0.3 0.3 -0.1
C 0.1 0.0 0.0
C 0.0 0.0 0.0
C 0.0 0.0 0.0
C 0.0 0.0 0.0
C 0.0 0.1 0.1
C 0.1 0.0 0.0
C -0.1 0.1 0.0
C 0.0 0.0 0.0
C 0.1 0.1 0.1
C -0.1 0.2 0.2
C 0.1 -0.3 -0.2
C 0.1 -0.1 0.0
C 0.1 0.1 0.0
C 0.0 0.0 0.0
C -0.1 -0.3 -0.2
C 0.0 0.0 0.1
C 0.0 -0.1 0.0
C -0.4 -0.2 0.0
C 0.1 0.1 0.1
C 0.0 0.0 0.0
C 0.0 0.0 0.0
C 0.2 -0.1 -0.4
C -0.1 0.1 0.0
C 0.0 0.0 0.1
C -0.2 0.0 0.2
C 0.0 0.1 0.0
H 0.1 0.0 0.0
H 0.0 0.1 -0.1
H 0.0 0.0 -0.1
H 0.0 0.0 0.0
H 0.0 -0.1 -0.1
H 0.0 -0.1 0.0
H 0.0 0.0 0.0
H 0.1 0.0 -0.1
H 0.0 0.0 0.0
H 0.0 -0.1 0.0
H -0.2 -0.1 0.2
H 0.2 0.1 0.1
H -0.1 0.1 0.0
H 0.0 -0.1 -0.1
H 0.0 0.0 0.1
H 0.0 0.0 0.0
H 0.1 0.0 0.0
H 0.0 -0.1 0.0
H 0.1 0.0 -0.1
H 0.0 0.1 0.0
H -0.1 0.1 0.0
H 0.0 0.0 0.0
H 0.0 0.0 0.0
H -0.1 0.0 -0.1
H 0.0 0.0 0.0
H 0.0 0.0 0.0
H 0.1 0.2 0.0
H 0.0 0.0 0.0
H 0.0 0.0 0.0
H 0.0 0.2 -0.1
H 0.0 0.0 0.1
H 0.0 0.0 0.0
H 0.0 -0.1 0.0
H 0.1 0.0 0.0
H 0.0 0.0 0.1
H 0.1 0.1 -0.1
H 0.0 -0.1 0.0
H 0.1 0.0 0.0
H 0.0 0.0 0.0
H 0.0 0.0 0.0
H -0.1 0.1 0.0
H 0.0 0.0 0.0
H 0.1 0.0 0.0
H 0.0 0.1 0.0
H -0.1 0.0 0.0
H 0.0 0.0 0.0
H 0.0 0.0 0.1
H 0.0 0.0 0.1
H 0.0 0.0 0.0
H 0.0 0.0 0.1
H 0.1 0.0 0.0
H 0.0 0.1 -0.1
H -0.1 0.0 0.1
H 0.0 0.0 0.0
H -0.1 0.1 -0.1
H 0.0 0.0 0.0

Properties
DFT total energy, eV: -135553.7092
Frontier orbital gap (spin up / spin down), eV: 6.407 / 6.411
Total charge: +1
Expectation value of S²: 0.8381
Relative energy (zero: lowest compared OMol25 entry of this formula, charge and spin), eV: 0.0000
LUMO level (spin up / spin down), eV: -2.9159 / -2.9110
2S+1: 2

Atomic partial charges in e from the Löwdin method, atoms 1 to 5: Sb 1.36; Sb 1.42; Co 0.15; S 0.76; P 1.05

(4)
This record from the Open Molecules 2025 dataset describes 3 unconnected molecules or ions with the total composition C21H42Cl2N3O2PS at a distorted geometry. The level of theory is ωB97M-V with the def2-TZVPD basis set.

Element x y z (Å)
Cl 2.177 -0.070 -5.627
Cl 1.942 4.308 -5.434
S 5.132 0.479 -6.821
P 3.903 2.225 -6.749
O -0.014 -2.615 2.828
O -1.541 3.557 -0.455
N 3.238 2.577 -8.322
N -2.492 3.060 0.280
N 1.236 -2.456 3.126
C 2.446 1.667 -5.783
C 2.020 -2.565 1.861
C 2.660 -4.945 2.445
C 1.577 2.606 -5.205
C -0.709 1.516 1.100
C -2.989 1.087 1.757
C -2.340 0.713 -0.609
C 0.483 -3.518 5.292
C -3.782 3.300 -0.428
C 2.133 -4.006 1.364
C 2.796 -2.876 5.000
C 1.798 -4.841 3.698
C -4.027 2.290 -1.563
C -2.144 1.639 0.591
C -3.876 4.689 -1.070
C -3.734 0.836 -1.213
C 1.571 -3.411 4.218
C 0.346 2.212 -4.441
C 1.419 -1.691 0.761
C -4.935 3.301 0.605
C 3.449 -2.009 2.025
H -2.956 1.756 2.618
H 2.789 -4.050 0.493
H 2.231 -5.455 4.490
H 3.435 -1.008 2.460
H 2.299 2.938 -8.242
H -5.144 4.313 0.954
H 0.340 2.619 -3.425
H 3.823 3.267 -8.769
H -3.652 5.475 -0.349
H 2.640 -5.972 2.074
H 0.859 -4.112 6.126
H -4.731 2.744 1.513
H -0.508 0.498 1.429
H -3.793 0.226 -2.117
H 1.156 -4.365 1.025
H -4.495 0.444 -0.533
H -4.892 4.848 -1.434
H -0.538 2.176 1.952
H -0.417 -4.012 4.928
H 2.481 -2.283 5.859
H -2.602 0.120 2.079
H 3.706 -4.730 2.681
H -3.210 4.802 -1.923
H 0.441 -2.043 0.431
H 3.438 -2.208 4.436
H 3.941 -1.937 1.055
H -2.167 -0.325 -0.317
H 0.829 -5.293 3.466
H 0.030 1.748 0.334
H 0.267 1.129 -4.318
H -0.547 2.505 -5.005
H 0.207 -2.536 5.677
H -4.030 0.910 1.495
H 3.419 -3.691 5.372
H 1.318 -0.659 1.096
H -5.055 2.378 -1.917
H 2.059 -1.690 -0.121
H 4.095 -2.641 2.631
H -1.595 0.938 -1.380
H -5.856 2.903 0.176
H -3.393 2.556 -2.416
H 6.037 0.658 -7.813

Atomic forces in eV per Å
Cl -0.2 0.7 0.1
Cl -0.4 -0.7 0.2
S -0.3 -1.3 -0.1
P 0.8 1.9 -0.1
O -0.5 0.8 0.1
O 0.3 0.5 0.7
N 0.1 -0.9 0.6
N 1.0 -0.4 -2.6
N -1.4 -2.0 -0.9
C -1.4 1.3 0.5
C 1.9 0.9 -1.0
C 0.0 0.0 0.0
C 1.9 -2.6 -1.2
C 0.4 0.5 -0.3
C -0.4 0.0 0.1
C -0.2 0.1 -0.6
C -0.6 0.2 -0.4
C -2.0 0.4 0.6
C -0.2 -0.5 0.3
C 0.4 0.2 0.0
C 0.0 -0.2 -0.6
C 0.3 -0.5 -0.2
C -0.2 -1.4 1.7
C 0.7 0.2 -0.1
C 0.0 0.1 0.0
C 1.3 0.0 1.7
C -0.1 0.0 0.0
C -0.7 0.0 0.1
C -0.2 -0.2 0.4
C 0.2 -0.1 0.3
H 0.0 0.0 0.0
H 0.0 0.2 0.0
H 0.0 0.2 0.1
H 0.0 0.0 0.0
H -0.2 -0.1 -0.1
H 0.0 0.1 -0.2
H -0.1 0.3 -0.3
H 0.0 0.2 0.0
H 0.0 0.0 0.0
H 0.0 0.0 0.0
H 0.2 0.0 -0.1
H 0.1 -0.1 -0.1
H -0.3 -0.1 0.0
H 0.0 0.0 0.0
H -0.1 0.1 0.1
H 0.1 0.0 0.1
H -0.1 -0.2 0.1
H 0.0 0.1 0.0
H 0.0 0.1 -0.1
H -0.1 -0.1 0.0
H 0.2 0.0 -0.1
H 0.0 0.1 0.0
H 0.1 0.0 0.1
H -0.1 0.0 0.2
H 0.0 -0.1 -0.1
H -0.2 0.0 -0.1
H 0.1 0.1 0.2
H -0.1 0.2 0.0
H -0.1 0.2 0.0
H 0.3 0.1 -0.2
H 0.1 0.3 0.3
H 0.0 0.0 0.0
H 0.0 0.1 0.0
H -0.1 0.0 0.0
H 0.0 0.0 0.0
H 0.0 0.2 0.1
H 0.2 -0.1 0.1
H 0.0 0.0 0.1
H 0.0 0.2 0.0
H 0.0 0.0 -0.1
H 0.1 0.1 0.1
H -0.5 0.7 0.2

Properties
DFT total energy, eV: -76188.1551
Frontier orbital gap (spin up / spin down), eV: 8.252 / 7.966
Total charge: 0
Expectation value of S²: 2.0081
LUMO level (spin up / spin down), eV: 0.4197 / 0.1339
2S+1: 3

Atomic partial charges in e from the Löwdin method, atoms 1 to 5: Cl 0.57; Cl 0.63; S 0.31; P 0.47; O -0.02